63
Properties=species:S:1:pos:R:3:forces:R:3 method="wB97M-V/def2-TZVPD" fmax_ev_per_a=3.4 relative_energy_kj_mol=163.0 homo_ev=-7.310 orbital_gap_ev=9.9 total_charge=-1 e_tot_ha=-2911.26758
Cl 1.97111 9.38843 -26.37714 -1.59 -1.00 -0.15
O 0.89195 8.49665 -26.03782 -0.33 0.01 0.30
O 1.83764 9.77451 -27.73411 0.33 0.43 -1.12
O 1.89376 10.56629 -25.54564 0.31 0.49 0.67
O 3.19228 8.67589 -26.16064 1.30 0.10 0.30
C 6.99342 9.21151 -23.23880 -1.02 1.63 -1.71
C 5.72442 8.99784 -24.15243 -0.25 -0.14 1.35
O 4.95051 10.21227 -24.20238 1.18 -0.36 0.35
O 6.70444 9.70671 -21.95301 -0.16 -0.79 0.71
H 7.51057 10.03591 -23.72975 0.64 -0.17 -0.43
H 7.65216 8.34504 -23.18043 -0.32 -0.05 0.11
H 5.12971 8.20714 -23.69503 -0.21 -0.08 0.11
H 5.93936 8.64643 -25.16159 0.53 0.12 -0.09
H 4.04324 9.97640 -24.40935 -0.26 -0.05 -0.21
H 6.30502 10.57639 -22.02865 -0.19 -0.05 -0.28
C 3.39783 4.99203 -24.56176 -0.01 1.30 2.21
C 2.04580 5.52951 -24.01044 1.46 -0.65 -0.34
O 1.93390 5.52353 -22.55406 0.22 0.14 -1.57
O 3.53705 3.62162 -24.38631 0.06 -1.48 -0.23
H 4.11549 5.39070 -23.84472 0.45 0.35 -0.30
H 3.64581 5.34184 -25.56388 -0.30 0.05 -0.13
H 1.36478 4.84350 -24.51411 -1.02 0.50 0.33
H 2.03841 6.55730 -24.37335 -0.82 0.04 0.27
H 1.73552 4.63279 -22.25602 0.06 -0.14 -0.19
H 3.07487 3.15338 -25.08543 -0.11 -0.04 -0.05
C -0.92609 5.98166 -26.29794 0.48 -0.92 -0.77
C -1.27543 6.20302 -27.75856 2.23 2.30 1.01
O -2.60196 6.30684 -28.05706 -2.79 -1.29 -0.60
O -1.44227 4.75993 -25.83827 -0.66 -0.61 0.46
H -1.24891 6.82957 -25.69384 0.06 0.10 0.14
H 0.15236 5.83700 -26.23366 0.04 0.67 0.07
H -0.76975 5.52093 -28.44204 -0.30 -0.14 0.10
H -0.89755 7.21771 -27.88392 0.96 0.05 -0.61
H -3.07351 6.92010 -27.48860 0.33 0.19 0.13
H -2.34004 4.73460 -26.17734 -0.28 -0.31 0.08
C -1.71906 11.55572 -22.13245 -0.29 0.15 -0.55
C -0.77921 11.64651 -23.36198 -1.33 -1.45 -0.36
O -0.48327 10.27940 -23.76468 -0.19 1.28 0.95
O -3.11256 11.12837 -22.31820 1.48 -0.22 0.14
H -1.72709 12.49630 -21.58167 0.05 0.26 -0.12
H -1.21443 10.83383 -21.49031 -0.50 -0.27 0.07
H 0.07809 12.26376 -23.09341 0.38 -0.31 0.18
H -1.23869 12.12135 -24.22887 -0.31 0.39 0.09
H 0.19866 10.31097 -24.43965 0.34 -0.10 -0.28
H -3.61818 11.77547 -22.81540 0.37 0.24 -0.10
C 1.98950 15.43044 -26.40626 0.83 -0.65 0.60
C 1.31923 14.33040 -25.55568 0.46 0.34 -1.06
O 0.30469 13.72945 -26.35002 -0.51 0.44 0.62
O 1.07995 16.32735 -26.97667 -1.30 0.30 -0.24
H 2.57653 14.96584 -27.19852 0.27 -0.01 0.04
H 2.59453 16.02920 -25.72544 0.71 -0.35 0.09
H 1.05983 14.83979 -24.62761 -1.29 -0.19 0.09
H 1.99653 13.54132 -25.22899 0.59 0.25 -0.28
H 0.45392 12.78309 -26.41113 0.22 -0.13 0.12
H 1.53923 17.14150 -27.19531 0.05 -0.14 0.02
Cl 4.14659 12.73192 -27.16026 0.19 -0.19 -0.18
C 5.39141 11.44140 -27.28247 -0.26 -0.16 0.76
C 5.98707 11.32857 -28.65498 -0.12 -0.06 0.09
Cl 6.92924 12.84830 -28.92957 -0.10 -0.55 -0.53
H 4.91325 10.52377 -26.93979 -0.07 -0.05 -0.25
H 6.14686 11.69818 -26.53986 0.00 -0.03 -0.15
H 5.23707 11.13242 -29.42121 -0.09 0.75 -0.05
H 6.63774 10.45822 -28.73996 0.41 0.26 0.36